This record from the OMol25 dataset describes a cluster of 2 separate species, C11H6N5O7 in total in a non-equilibrium geometry. The level of theory is ωB97M-V/def2-TZVPD.

Summary:
DFT total energy = -1222.9699 Eh
Relative energy (zero: lowest compared OMol25 entry of this formula, charge and spin) = 12.38 kJ/mol
Highest occupied orbital energy = -4.5 eV
Frontier orbital gap = 5.0138 eV

ORCA input file:
```
! RIJCOSX wB97M-V def2-TZVPD def2/J DEFGRID3
* xyz -1 1
O -0.504 -1.167 -0.157
C 0.720 -1.197 -0.431
C 1.476 0.031 -0.704
C 2.833 0.040 -0.869
C 3.561 -1.172 -0.841
N 4.982 -1.142 -0.903
O 5.604 -2.229 -0.856
O 5.567 -0.037 -0.998
C 2.884 -2.406 -0.683
C 1.532 -2.425 -0.483
H 0.901 0.953 -0.738
H 3.361 0.978 -1.020
H 3.478 -3.318 -0.713
H 1.020 -3.371 -0.327
O -0.392 -0.287 2.722
N -1.592 -0.546 2.484
C -2.264 0.176 1.461
C -1.542 1.041 0.633
C -2.324 1.810 -0.206
N -2.012 2.945 -0.954
O -0.950 3.472 -1.228
O -3.232 3.500 -1.409
N -4.323 2.696 -0.996
C -3.760 1.705 -0.248
N -4.422 0.795 0.470
C -3.684 0.035 1.279
O -2.240 -1.415 3.114
H -0.492 1.278 0.737
H -4.190 -0.743 1.862
*
```

Atomic partial charges in e from the Mulliken method, atoms 1 to 8: O -0.69; C 0.22; C -0.12; C -0.53; C 0.01; N 0.93; O -0.67; O -0.66

This record from the OMol25 dataset describes a structure of composition C34H42N2O3STe4Ti in a non-equilibrium geometry. The level of theory is ωB97M-V/def2-TZVPD.

Summary:
DFT total energy = -3975.6817 Eh
Relative energy (zero: lowest compared OMol25 entry of this formula, charge and spin) = 516.51 kJ/mol
Highest occupied orbital energy = -0.4 eV
Frontier orbital gap = 4.3111 eV

ORCA input file:
```
! RIJCOSX wB97M-V def2-TZVPD def2/J DEFGRID3
* xyz -2 1
Ti -0.034 0.473 0.128
Te -0.452 -0.852 -2.520
Te -0.775 -2.483 -4.657
Te 1.487 -4.340 -1.192
Te 0.556 -1.943 -0.324
N -1.120 2.048 -0.795
C -0.363 3.057 -0.082
C -0.860 3.711 1.038
C -0.180 4.772 1.612
C 0.986 5.228 1.028
C 1.513 4.541 -0.052
C 0.877 3.427 -0.603
C 1.594 2.551 -1.558
C 2.481 3.127 -2.483
C 3.378 2.343 -3.173
C 3.430 0.979 -2.875
C 2.514 0.419 -2.008
C 1.500 1.157 -1.375
H -2.099 2.077 -0.569
H -0.987 2.144 -1.785
H -1.775 3.385 1.496
H -0.570 5.235 2.510
H 1.506 6.086 1.437
H 2.472 4.835 -0.461
H 2.452 4.201 -2.651
H 4.038 2.779 -3.915
H 4.167 0.339 -3.350
H 2.587 -0.640 -1.840
O 0.495 0.947 2.002
O 1.495 0.735 1.001
C -5.562 -0.848 -3.176
C -4.574 -1.422 -2.182
C -4.189 -2.750 -2.259
C -3.333 -3.289 -1.298
C -2.903 -4.730 -1.403
C -2.849 -2.465 -0.291
C -3.088 -1.088 -0.261
C -4.012 -0.609 -1.204
N -2.419 -0.243 0.655
C -3.346 0.397 1.622
C -4.018 1.735 1.190
C -4.884 2.344 2.309
C -6.011 1.371 2.668
C -5.390 0.052 3.137
C -4.543 0.314 4.385
C -3.415 1.284 4.023
C -4.020 2.608 3.547
C -2.557 0.672 2.908
C -4.517 -0.539 2.021
H -6.041 -1.648 -3.744
H -5.049 -0.192 -3.889
H -6.337 -0.265 -2.671
H -4.538 -3.377 -3.079
H -3.745 -5.376 -1.679
H -2.454 -5.091 -0.476
H -2.148 -4.815 -2.190
H -2.281 -2.908 0.511
H -4.289 0.438 -1.198
H -4.637 1.570 0.307
H -3.269 2.473 0.920
H -5.310 3.289 1.957
H -6.649 1.198 1.795
H -6.638 1.798 3.463
H -6.186 -0.658 3.380
H -4.124 -0.625 4.761
H -5.167 0.741 5.181
H -2.791 1.461 4.904
H -3.222 3.320 3.314
H -4.632 3.054 4.342
H -2.151 -0.279 3.251
H -1.707 1.323 2.689
H -5.135 -0.743 1.147
H -4.099 -1.500 2.341
O 1.660 -1.769 2.081
S 0.207 -1.364 2.305
C 0.240 -0.977 4.126
C -0.378 -2.125 4.909
C -0.130 -3.378 4.074
C -0.576 -3.012 2.666
H -0.211 -0.007 4.311
H 1.310 -0.898 4.303
H -1.454 -1.974 5.030
H 0.057 -2.199 5.909
H -0.658 -4.252 4.461
H 0.937 -3.611 4.058
H -1.657 -2.845 2.631
H -0.295 -3.756 1.927
*
```

Atomic partial charges in e from the Mulliken method, atoms 1 to 8: Ti 1.33; Te -0.24; Te -0.58; Te -0.50; Te -0.66; N -0.37; C 0.58; C 0.33

This record from the OMol25 dataset describes a structure of composition C31H25N7S2Sn. The level of theory is ωB97M-V/def2-TZVPD.

Summary:
DFT total energy = -2589.8962 Eh
Relative energy (zero: lowest compared OMol25 entry of this formula, charge and spin) = 35.76 kJ/mol
Highest occupied orbital energy = -13.6 eV
Frontier orbital gap = 7.8225 eV

ORCA input file:
```
! RIJCOSX wB97M-V def2-TZVPD def2/J DEFGRID3
* xyz 2 1
Sn -0.300 0.060 0.233
C 2.326 3.893 -0.078
C 1.803 2.520 0.188
N 0.544 2.253 0.193
N -0.287 3.292 -0.033
C -1.567 3.056 0.003
N -2.389 4.098 -0.161
S -2.310 1.495 0.170
C 2.741 1.422 0.487
C 4.087 1.680 0.691
C 4.940 0.631 0.998
C 4.418 -0.645 1.083
C 3.062 -0.819 0.865
N 2.234 0.187 0.575
H 1.556 4.496 -0.545
H 3.200 3.849 -0.727
H 2.619 4.379 0.856
H -2.004 5.025 -0.243
H -3.387 3.978 -0.153
H 4.465 2.689 0.623
H 5.993 0.812 1.164
H 5.042 -1.498 1.310
H 2.623 -1.802 0.925
C -0.066 0.483 4.715
C -1.118 -0.273 5.205
C -1.932 -0.958 4.320
C -1.684 -0.885 2.958
N -0.644 -0.164 2.493
C 0.134 0.510 3.351
C -2.550 -1.565 1.955
C -3.588 -2.419 2.296
C -4.350 -2.985 1.285
C -4.058 -2.688 -0.037
C -3.001 -1.835 -0.295
N -2.271 -1.295 0.680
H 0.584 1.045 5.371
H -1.314 -0.320 6.269
H -2.764 -1.533 4.696
H 0.936 1.090 2.918
H -3.811 -2.650 3.327
H -5.165 -3.652 1.533
H -4.633 -3.105 -0.851
H -2.724 -1.570 -1.310
S 0.605 -1.410 -4.164
C 0.099 0.225 -4.438
C -0.018 0.896 -5.652
C -0.439 2.208 -5.623
C -0.735 2.840 -4.409
C -0.619 2.172 -3.208
C -0.199 0.843 -3.219
N -0.017 -0.004 -2.117
C 0.399 -1.189 -2.478
C 0.603 -2.254 -1.492
C 1.003 -3.543 -1.849
C 1.092 -4.529 -0.883
C 0.771 -4.244 0.439
C 0.386 -2.955 0.802
C 0.326 -1.964 -0.165
H 0.212 0.404 -6.588
H -0.541 2.757 -6.549
H -1.061 3.871 -4.415
H -0.841 2.665 -2.277
H 1.238 -3.777 -2.881
H 1.396 -5.529 -1.162
H 0.818 -5.023 1.190
H 0.133 -2.745 1.836
*
```

Atomic partial charges in e from the Mulliken method, atoms 1 to 8: Sn 1.90; C -1.94; C 0.67; N 1.07; N -1.57; C 0.70; N -0.37; S -0.43

This record from the OMol25 dataset describes a structure of composition C45H53InN9O3PS2 in a non-equilibrium geometry. The level of theory is ωB97M-V/def2-TZVPD.

Summary:
DFT total energy = -3792.5534 Eh
Relative energy (zero: lowest compared OMol25 entry of this formula, charge and spin) = 404.28 kJ/mol
Highest occupied orbital energy = -11.8 eV
Frontier orbital gap = 7.1806 eV

ORCA input file:
```
! RIJCOSX wB97M-V def2-TZVPD def2/J DEFGRID3
* xyz 2 1
In 0.114 -0.090 0.384
C -2.181 2.750 3.716
C -1.344 2.266 2.578
N -1.722 1.369 1.748
N -2.882 0.694 1.889
C -3.450 0.332 0.810
N -4.475 -0.547 0.752
S -2.880 1.035 -0.757
C -0.034 2.875 2.294
C 0.512 3.892 3.079
C 1.713 4.467 2.692
C 2.316 4.050 1.515
C 1.718 3.014 0.812
N 0.596 2.434 1.198
H -2.577 3.742 3.507
H -1.596 2.806 4.630
H -3.018 2.072 3.868
H -4.936 -0.755 1.625
H -5.076 -0.494 -0.058
H 0.025 4.244 3.975
H 2.164 5.238 3.298
H 3.222 4.512 1.158
H 2.141 2.636 -0.111
N -0.051 -2.251 -2.731
C 0.564 -3.585 -2.647
C 1.002 -3.919 -1.211
N 1.523 -2.722 -0.554
H 0.069 -1.891 -3.674
H 0.503 -1.637 -2.121
H 1.448 -3.607 -3.294
H -0.136 -4.345 -3.001
H 1.736 -4.735 -1.266
H 0.157 -4.282 -0.619
H 2.400 -2.438 -0.991
H 1.745 -2.944 0.412
O 1.211 0.431 -2.097
P 2.144 0.558 -3.260
C 1.231 0.585 -4.828
C -0.158 0.568 -4.791
C -0.881 0.616 -5.970
C -0.215 0.679 -7.185
C 1.172 0.725 -7.221
C 1.898 0.692 -6.044
C 3.327 -0.829 -3.274
C 3.510 -1.685 -4.350
C 4.484 -2.669 -4.292
C 5.267 -2.807 -3.159
C 5.061 -1.977 -2.067
C 4.090 -0.992 -2.122
C 3.107 2.097 -3.290
C 2.358 3.268 -3.363
C 2.992 4.491 -3.476
C 4.377 4.549 -3.513
C 5.125 3.384 -3.451
C 4.493 2.154 -3.350
H -0.657 0.550 -3.829
H -1.960 0.620 -5.942
H -0.780 0.711 -8.105
H 1.687 0.797 -8.167
H 2.978 0.767 -6.063
H 2.912 -1.572 -5.242
H 4.647 -3.316 -5.139
H 6.047 -3.552 -3.134
H 5.673 -2.088 -1.186
H 3.918 -0.328 -1.282
H 1.278 3.202 -3.352
H 2.408 5.395 -3.560
H 4.872 5.502 -3.619
H 6.202 3.434 -3.503
H 5.081 1.248 -3.338
C 2.443 7.233 7.020
C 2.119 5.786 6.816
C 3.135 4.834 6.792
C 2.864 3.491 6.618
C 1.550 3.064 6.471
N 1.224 1.706 6.276
C 1.928 0.658 6.796
O 2.915 0.725 7.479
N 1.367 -0.598 6.508
C 0.709 -1.052 5.392
C 0.084 -2.306 5.431
C -0.554 -2.782 4.305
C -0.526 -2.015 3.152
N 0.083 -0.840 3.088
C 0.668 -0.362 4.172
C 0.525 4.004 6.495
C 0.809 5.348 6.660
H 3.054 7.362 7.912
H 1.538 7.826 7.129
H 3.014 7.620 6.176
H 4.160 5.150 6.923
H 3.668 2.776 6.622
H 0.266 1.527 6.007
H 1.684 -1.311 7.154
H 0.113 -2.888 6.339
H -1.053 -3.738 4.326
H -0.990 -2.351 2.231
H 1.159 0.592 4.053
H -0.506 3.680 6.418
H -0.004 6.060 6.689
O -3.238 -0.218 -1.802
S -1.932 -1.238 -2.224
C -2.803 -1.878 -3.696
C -3.306 -3.272 -3.355
C -3.658 -3.235 -1.874
C -2.463 -2.615 -1.170
H -2.134 -1.851 -4.550
H -3.626 -1.182 -3.855
H -2.535 -4.019 -3.548
H -4.178 -3.519 -3.959
H -3.866 -4.227 -1.478
H -4.535 -2.605 -1.721
H -1.618 -3.291 -1.103
H -2.691 -2.211 -0.184
*
```

Atomic partial charges in e from the Mulliken method, atoms 1 to 8: In 1.59; C -1.56; C -0.19; N 1.21; N -1.24; C 0.22; N -0.37; S 0.07